Record 1
A 6-piece molecular cluster, C36H79N6O8PS overall in a non-equilibrium geometry. Source: the Open Molecules 2025 dataset; level of theory: the ωB97M-V functional and the def2-TZVPD basis.

* HOMO: -8.565 eV
* SMILES: Cc1ccc(C(C)C)c(OC[C@@H]2CC(=O)O[C@@]2(CN)[PH2]=S)c1.COC[C@@H](C)N.COC[C@@H](C)N.COC[C@@H](C)N.COC[C@@H](C)N.COC[C@@H](C)N
* molar mass: 787.10 Da
* gap between HOMO and LUMO: 9.0 eV

Geometry as ORCA input:
```
! RIJCOSX wB97M-V def2-TZVPD def2/J DEFGRID3
* xyz 0 1
C 1.67 -4.28 -2.07
C 0.52 -3.34 -1.86
C -0.55 -3.66 -1.03
C -1.62 -2.79 -0.89
C -1.69 -1.56 -1.54
C -2.93 -0.67 -1.41
C -3.85 -1.09 -0.27
C -2.64 0.82 -1.22
C -0.59 -1.23 -2.34
O -0.57 -0.04 -3.04
C 0.53 0.82 -2.78
C 0.53 1.38 -1.37
C -0.02 2.79 -1.13
C 0.33 2.96 0.32
O -0.19 3.66 1.14
O 1.37 2.14 0.62
C 1.87 1.54 -0.63
C 2.90 2.56 -1.22
N 4.28 2.16 -1.42
P 2.62 -0.08 -0.06
S 3.22 -0.20 1.79
C 0.47 -2.11 -2.51
H 1.55 -5.17 -1.46
H 1.71 -4.60 -3.11
H 2.62 -3.81 -1.83
H -0.54 -4.60 -0.50
H -2.41 -3.10 -0.24
H -3.51 -0.78 -2.33
H -3.40 -0.88 0.70
H -4.16 -2.13 -0.32
H -4.77 -0.50 -0.35
H -3.58 1.35 -1.17
H -2.14 0.99 -0.27
H -2.06 1.26 -2.03
H 1.48 0.34 -3.02
H 0.40 1.64 -3.49
H -0.06 0.77 -0.68
H -1.08 2.91 -1.33
H 0.48 3.55 -1.73
H 2.53 2.96 -2.16
H 2.92 3.38 -0.51
H 4.74 2.03 -0.52
H 4.37 1.31 -1.95
H 1.60 -0.99 -0.36
H 3.65 -0.34 -0.97
H 1.27 -1.84 -3.18
C -5.61 3.18 -0.88
O -6.02 2.09 -1.68
C -7.27 1.53 -1.34
C -8.49 2.28 -1.90
C -8.82 3.57 -1.17
N -8.36 2.55 -3.33
H -5.95 3.07 0.16
H -5.97 4.13 -1.28
H -4.52 3.21 -0.89
H -7.27 0.53 -1.77
H -7.35 1.42 -0.25
H -9.34 1.60 -1.77
H -8.15 4.38 -1.45
H -9.83 3.90 -1.42
H -8.77 3.45 -0.08
H -8.25 1.66 -3.81
H -7.48 3.03 -3.48
C 6.60 -2.74 7.48
O 6.01 -1.47 7.32
C 6.66 -0.61 6.41
C 6.33 -0.87 4.93
C 7.03 -2.09 4.35
N 4.90 -0.98 4.67
H 7.69 -2.70 7.38
H 6.21 -3.46 6.75
H 6.34 -3.10 8.48
H 6.32 0.39 6.66
H 7.75 -0.64 6.57
H 6.69 0.01 4.38
H 6.55 -3.02 4.67
H 6.99 -2.06 3.26
H 8.08 -2.13 4.65
H 4.43 -0.11 4.94
H 4.52 -1.68 5.31
C 8.13 -6.19 6.93
O 8.30 -5.08 6.07
C 9.60 -4.92 5.53
C 9.89 -5.78 4.29
C 10.15 -7.25 4.60
N 8.83 -5.68 3.28
H 9.04 -6.38 7.51
H 7.85 -7.09 6.38
H 7.32 -5.94 7.61
H 9.66 -3.87 5.23
H 10.36 -5.08 6.31
H 10.80 -5.37 3.84
H 9.22 -7.78 4.81
H 10.61 -7.73 3.74
H 10.81 -7.36 5.46
H 8.74 -4.72 2.98
H 7.95 -5.89 3.73
C -6.54 -3.38 -6.27
O -7.36 -2.37 -6.81
C -8.67 -2.29 -6.30
C -8.80 -1.52 -4.97
C -8.31 -2.30 -3.76
N -8.12 -0.23 -5.01
H -7.13 -4.28 -6.03
H -6.02 -3.05 -5.37
H -5.80 -3.64 -7.02
H -9.25 -1.75 -7.06
H -9.10 -3.29 -6.21
H -9.87 -1.33 -4.83
H -7.22 -2.31 -3.70
H -8.68 -1.83 -2.84
H -8.67 -3.33 -3.77
H -8.52 0.35 -5.75
H -7.16 -0.39 -5.31
C -2.23 8.69 -0.23
O -1.92 7.37 0.15
C -1.38 6.55 -0.87
C 0.13 6.72 -1.09
C 0.51 7.99 -1.84
N 0.89 6.65 0.16
H -2.58 8.74 -1.26
H -1.37 9.36 -0.11
H -3.02 9.04 0.43
H -1.56 5.53 -0.54
H -1.93 6.71 -1.81
H 0.44 5.87 -1.71
H 0.46 8.87 -1.19
H 1.53 7.92 -2.21
H -0.15 8.17 -2.69
H 0.73 5.75 0.59
H 0.49 7.32 0.80
*
```



Record 2
C36H80F16N12O32S16 as an isolated structure in a non-equilibrium geometry. Source: the Open Molecules 2025 dataset; level of theory: the ωB97M-V functional and the def2-TZVPD basis.

* HOMO: -3.554 eV
* molar mass: 2010.13 Da
* gap between HOMO and LUMO: 8.4 eV

Geometry as ORCA input:
```
! RIJCOSX wB97M-V def2-TZVPD def2/J DEFGRID3
* xyz -4 1
C 19.92 19.75 9.79
C 18.78 20.46 10.47
C 17.69 19.47 10.55
C 16.36 20.18 10.81
N 15.11 19.34 10.73
C 14.92 18.78 9.42
C 13.51 18.37 9.41
C 12.78 19.49 10.20
C 13.88 20.12 11.08
C 15.19 18.13 11.70
H 20.89 20.35 9.83
H 19.72 19.59 8.73
H 20.13 18.81 10.26
H 18.42 21.30 9.84
H 19.13 20.90 11.45
H 17.99 18.67 11.22
H 17.69 19.07 9.52
H 16.30 21.03 10.11
H 16.44 20.59 11.82
H 15.57 17.90 9.27
H 15.17 19.50 8.67
H 13.27 17.41 9.83
H 13.04 18.34 8.41
H 11.89 19.12 10.75
H 12.42 20.24 9.54
H 13.65 20.16 12.17
H 14.09 21.14 10.90
H 14.41 17.44 11.30
H 14.97 18.48 12.73
H 16.19 17.71 11.67
C 16.67 15.84 18.37
C 16.28 17.31 18.40
C 15.34 17.69 17.24
C 13.95 17.16 17.39
N 12.78 18.17 17.21
C 11.45 17.39 17.28
C 10.71 17.77 16.02
C 11.84 17.93 14.98
C 12.84 18.76 15.78
C 12.96 19.30 18.17
H 17.50 15.61 19.04
H 17.03 15.76 17.34
H 15.93 15.00 18.45
H 17.18 17.80 18.18
H 15.88 17.70 19.34
H 15.83 17.35 16.31
H 15.25 18.81 17.22
H 13.82 16.56 18.33
H 13.84 16.42 16.66
H 10.99 17.67 18.17
H 11.61 16.32 17.42
H 10.32 18.77 16.17
H 9.93 17.00 15.84
H 11.59 18.43 14.02
H 12.28 16.99 14.57
H 12.52 19.81 15.75
H 13.83 18.67 15.44
H 13.22 18.90 19.20
H 12.01 19.80 18.33
H 13.68 20.01 17.91
C 9.10 11.43 18.45
C 9.57 12.85 18.49
C 11.04 12.99 19.04
C 10.95 13.45 20.49
N 12.27 13.55 21.16
C 12.09 13.98 22.64
C 13.41 14.69 23.01
C 14.14 15.03 21.72
C 13.07 14.73 20.63
C 13.08 12.31 21.03
H 8.11 11.45 18.00
H 9.08 10.92 19.44
H 9.71 10.81 17.78
H 8.93 13.39 19.18
H 9.44 13.28 17.51
H 11.55 13.67 18.42
H 11.48 11.97 18.83
H 10.34 12.87 21.09
H 10.51 14.44 20.68
H 11.74 13.17 23.26
H 11.33 14.75 22.56
H 14.05 14.09 23.66
H 13.24 15.62 23.59
H 15.05 14.50 21.53
H 14.42 16.09 21.71
H 13.47 14.47 19.62
H 12.41 15.59 20.66
H 12.57 11.38 21.31
H 14.01 12.36 21.59
H 13.28 12.22 19.95
C 9.97 25.80 19.90
C 11.06 24.99 20.66
C 12.01 24.28 19.68
C 12.67 25.21 18.72
N 14.05 24.79 18.41
C 15.03 25.03 19.51
C 16.43 25.23 18.79
C 16.08 25.35 17.31
C 14.58 25.56 17.25
C 14.12 23.32 18.04
H 10.48 26.56 19.24
H 9.22 26.31 20.52
H 9.50 25.02 19.27
H 10.43 24.25 21.25
H 11.65 25.61 21.31
H 11.44 23.55 19.12
H 12.71 23.69 20.27
H 12.79 26.17 19.21
H 12.17 25.31 17.78
H 14.93 24.23 20.28
H 14.81 26.02 19.84
H 17.14 24.47 19.01
H 16.90 26.17 19.09
H 16.28 24.47 16.68
H 16.58 26.18 16.89
H 14.25 25.14 16.33
H 14.19 26.62 17.28
H 13.82 22.67 18.88
H 15.13 22.99 17.65
H 13.39 23.11 17.26
N 19.22 14.71 12.46
S 19.97 14.99 11.13
O 19.10 15.75 10.26
O 20.63 13.81 10.61
F 21.36 15.88 11.54
S 18.83 15.64 13.59
O 17.71 15.06 14.27
O 18.64 17.04 13.40
F 20.05 15.57 14.77
N 8.03 15.69 21.13
S 7.14 15.83 19.83
O 7.89 15.82 18.63
O 5.99 16.73 19.97
F 6.43 14.43 19.86
S 9.13 16.78 21.49
O 9.94 16.28 22.55
O 8.71 18.10 21.67
F 10.09 16.93 20.25
N 23.93 18.11 20.86
S 23.97 19.51 20.19
O 25.31 19.73 19.55
O 23.27 20.54 21.02
F 23.10 19.33 18.88
S 22.98 17.60 21.99
O 23.24 18.23 23.27
O 22.87 16.19 21.92
F 21.62 18.11 21.45
N 13.17 22.50 22.90
S 13.97 21.63 21.92
O 15.25 22.09 21.48
O 13.17 20.90 20.97
F 14.33 20.53 22.98
S 13.67 23.87 23.28
O 12.93 24.30 24.38
O 13.93 24.84 22.26
F 15.13 23.42 24.00
N 15.38 7.38 23.29
S 13.92 7.88 22.86
O 13.75 9.00 22.05
O 13.02 7.71 23.90
F 13.51 6.72 21.82
S 16.43 8.50 23.22
O 16.25 9.62 24.11
O 16.89 8.84 21.92
F 17.52 7.70 23.99
N 15.54 23.14 14.72
S 14.73 21.66 14.87
O 15.33 20.56 14.11
O 13.25 21.65 15.02
F 15.24 21.28 16.32
S 16.00 23.82 13.44
O 16.13 25.23 13.68
O 15.38 23.39 12.21
F 17.54 23.27 13.24
N 9.63 23.35 13.23
S 8.85 22.39 12.34
O 8.81 21.04 12.90
O 9.34 22.36 10.93
F 7.40 23.04 12.17
S 9.64 24.93 13.57
O 8.48 25.67 13.31
O 10.83 25.45 13.17
F 9.83 24.83 15.18
N 10.50 12.42 12.72
S 9.01 12.07 12.31
O 9.15 11.02 11.40
O 7.99 12.96 12.14
F 8.45 11.30 13.64
S 10.92 13.36 13.91
O 10.26 14.62 14.24
O 12.37 13.37 13.94
F 10.48 12.48 15.17
*
```



Record 3
A 14-piece molecular cluster, C36H80N8O32S6 overall in a non-equilibrium geometry. Source: the Open Molecules 2025 dataset; level of theory: the ωB97M-V functional and the def2-TZVPD basis.

* HOMO: -9.176 eV
* molar mass: 1329.46 Da
* gap between HOMO and LUMO: 9.3 eV

Geometry as ORCA input:
```
! RIJCOSX wB97M-V def2-TZVPD def2/J DEFGRID3
* xyz 0 1
C -5.73 7.61 -13.09
C -5.22 8.91 -13.47
O -4.85 9.72 -12.58
N -5.10 9.06 -14.75
C -4.48 10.27 -15.33
H -6.76 7.74 -12.74
H -5.17 7.34 -12.20
H -5.75 6.94 -13.96
H -5.24 8.31 -15.41
H -3.69 9.94 -16.00
H -4.25 10.99 -14.55
H -5.19 10.69 -16.04
C 2.26 5.26 -10.95
C 3.04 6.50 -11.27
O 4.10 6.68 -10.68
N 2.64 7.37 -12.20
C 1.42 7.17 -13.00
H 1.85 4.74 -11.81
H 1.51 5.72 -10.31
H 2.97 4.61 -10.44
H 3.19 8.21 -12.32
H 1.21 8.11 -13.51
H 0.54 6.84 -12.45
H 1.62 6.43 -13.78
C 3.97 10.95 -13.31
C 5.39 10.36 -13.21
O 6.21 10.96 -13.86
N 5.53 9.37 -12.33
C 6.89 8.80 -12.24
H 3.85 11.64 -14.14
H 3.93 11.43 -12.33
H 3.11 10.29 -13.38
H 4.85 9.10 -11.64
H 7.31 8.40 -13.16
H 6.90 8.00 -11.50
H 7.64 9.45 -11.79
C -3.76 11.77 -8.14
C -3.71 13.27 -8.20
O -2.74 13.86 -8.60
N -4.86 13.86 -7.83
C -4.99 15.28 -8.05
H -4.77 11.37 -8.06
H -3.18 11.35 -7.31
H -3.30 11.36 -9.04
H -5.65 13.37 -7.44
H -5.00 15.53 -9.11
H -4.31 15.97 -7.55
H -5.95 15.74 -7.82
C -1.83 15.65 -16.49
C -1.40 17.10 -16.71
O -2.14 18.01 -16.48
N -0.15 17.30 -17.15
C 0.40 18.63 -17.41
H -1.82 15.28 -17.52
H -2.83 15.65 -16.06
H -1.17 15.12 -15.81
H 0.40 16.47 -17.31
H 1.05 19.02 -16.63
H -0.39 19.37 -17.50
H 1.06 18.56 -18.27
C 3.61 15.99 -18.88
C 2.54 15.32 -18.07
O 1.44 15.25 -18.58
N 2.80 14.75 -16.93
C 1.89 13.94 -16.12
H 4.49 15.40 -19.16
H 3.97 16.88 -18.36
H 3.14 16.50 -19.73
H 3.74 14.92 -16.60
H 2.23 13.99 -15.08
H 1.87 12.92 -16.50
H 0.88 14.36 -16.13
C -1.66 9.06 -11.12
C -0.96 8.36 -9.95
O -1.05 7.10 -9.85
N -0.29 9.04 -9.06
C -0.03 10.50 -9.12
H -2.21 9.93 -10.77
H -2.41 8.30 -11.37
H -1.09 9.36 -11.99
H 0.14 8.44 -8.37
H -0.73 10.98 -8.43
H -0.16 10.90 -10.12
H 0.89 10.87 -8.68
C 6.64 12.94 -16.10
C 5.79 13.95 -15.47
O 5.39 14.86 -16.20
N 5.56 13.78 -14.14
C 4.86 14.59 -13.25
H 7.38 12.73 -15.32
H 7.13 13.33 -17.00
H 6.09 12.02 -16.27
H 5.99 12.95 -13.76
H 5.25 14.69 -12.24
H 3.80 14.35 -13.18
H 4.86 15.58 -13.71
C -4.98 13.02 -12.82
C -5.51 13.65 -11.60
O -4.94 14.93 -11.66
S -4.80 15.48 -13.22
O -3.52 16.25 -13.20
O -6.06 16.04 -13.67
O -4.60 13.97 -13.80
H -5.78 12.37 -13.17
H -4.12 12.38 -12.61
H -5.26 13.14 -10.67
H -6.60 13.69 -11.63
C 0.14 20.03 -12.50
C -0.69 19.19 -13.56
O -0.59 17.81 -13.12
S 0.40 17.53 -11.83
O 1.80 17.31 -12.34
O -0.15 16.68 -10.81
O 0.39 19.13 -11.37
H -0.48 20.85 -12.11
H 1.10 20.43 -12.84
H -0.23 19.35 -14.54
H -1.77 19.33 -13.59
C 4.42 15.37 -9.37
C 3.50 15.99 -10.41
O 2.45 15.06 -10.81
S 2.54 13.68 -9.94
O 2.39 12.44 -10.70
O 1.74 13.82 -8.70
O 4.13 13.96 -9.49
H 4.22 15.58 -8.32
H 5.49 15.53 -9.50
H 4.08 16.18 -11.31
H 3.05 16.92 -10.09
C -0.11 14.25 -12.62
C -0.96 13.63 -11.50
O -0.98 12.24 -11.73
S -0.85 11.85 -13.28
O -2.10 11.43 -13.85
O 0.30 10.97 -13.49
O -0.44 13.40 -13.65
H 0.93 14.25 -12.31
H -0.48 15.23 -12.91
H -1.99 13.95 -11.64
H -0.76 14.00 -10.49
C -1.51 17.00 -8.04
C -1.62 16.25 -6.68
O -2.45 17.06 -5.89
S -2.36 18.65 -6.32
O -1.04 19.25 -6.06
O -3.58 19.34 -5.90
O -2.45 18.06 -7.92
H -1.65 16.22 -8.79
H -0.53 17.42 -8.28
H -0.61 16.25 -6.26
H -2.03 15.25 -6.82
C 0.16 11.23 -18.78
C -0.69 11.36 -17.50
O 0.09 10.87 -16.38
S 1.25 9.85 -16.91
O 0.72 8.53 -16.96
O 2.53 10.11 -16.27
O 1.32 10.59 -18.42
H 0.50 12.21 -19.12
H -0.28 10.86 -19.71
H -1.54 10.67 -17.53
H -1.12 12.35 -17.35
*
```